The following is a DFT calculation (wB97M-V/def2-TZVPD) of a molecular structure, C31H49IrNO2P2S2 at a distorted geometry.

Its energy above the lowest of the compared OMol25 structures with the same formula, charge and spin is 0.0000 eV. The value obtained for the total energy is -81602.375 eV. Its maximum force is 3.0 eV/A. For the HOMO-LUMO gap (spin up / spin down), the calculation gives 3.3188 / 5.5636 eV.

ORCA input file:
```
! wB97M-V def2-TZVPD RIJCOSX def2/J DEFGRID3
* xyz 1 5
Ir 0.08507 -0.00499 0.05437
C -1.67906 1.53612 0.12253
C -2.13411 0.62092 -0.91397
C -1.90388 -0.55231 1.07443
C -1.65842 0.82286 1.36497
C -2.24767 -0.66533 -0.33624
C -1.71326 3.04823 -0.01833
H -1.39174 3.43585 -1.01123
H -1.11492 3.60518 0.72972
H -2.75209 3.43538 0.10817
C -1.64473 1.42096 2.71703
H -1.44146 2.49985 2.72996
H -0.91173 0.94970 3.39367
H -2.62302 1.27848 3.20714
C -2.13340 -1.63594 2.08108
H -3.20900 -1.74026 2.33050
H -1.63613 -1.44090 3.04590
H -1.80678 -2.65237 1.77828
C -3.04881 -1.83544 -0.83254
H -4.11251 -1.60687 -0.60098
H -2.85303 -2.79304 -0.30771
H -3.02987 -2.06238 -1.91871
C -2.86207 1.14462 -2.08152
H -3.80218 1.56445 -1.66425
H -3.15431 0.37713 -2.80624
H -2.37792 1.97959 -2.61563
C 1.56714 0.42544 -3.41916
C 0.56053 1.28829 -3.56489
C -0.03496 1.62207 -4.91336
C -0.92307 0.46014 -5.48491
C -0.98525 -0.78454 -4.61639
C 0.05597 -1.63016 -4.52456
C 1.36636 -1.38062 -5.23184
C 2.24225 -0.25373 -4.58387
H 0.76949 1.84805 -5.64116
H -0.48187 0.17288 -6.45674
H -0.64610 2.54268 -4.82983
H 2.50313 0.48343 -5.36464
H 1.94844 0.07341 -2.43321
H 0.01628 1.78507 -2.72495
H 3.19118 -0.70060 -4.23592
H 1.93185 -2.32857 -5.28330
H -0.06750 -2.62813 -4.06450
H 1.16127 -1.08560 -6.27569
H -1.94153 0.82900 -5.71327
H -1.97668 -1.05754 -4.20074
P 1.69945 1.71196 0.58912
C 1.37920 2.59848 2.16412
H 2.27230 3.19940 2.40561
H 1.24300 1.94055 3.02546
H 0.51101 3.26850 2.12070
C 3.42224 1.21732 0.84178
H 3.97539 2.08191 1.26315
H 3.91436 0.94563 -0.10930
H 3.51820 0.39475 1.57060
C 1.94938 3.24747 -0.38266
H 2.44597 3.05906 -1.34654
H 2.60912 3.92686 0.19911
H 1.01506 3.80178 -0.57685
P 0.95821 -2.25129 -0.23287
C -0.20713 -3.62451 -0.64304
H 0.40420 -4.47013 -1.01619
H -0.99116 -3.40431 -1.37863
H -0.70921 -3.99858 0.27733
C 2.61654 -2.60252 -0.93705
H 2.58893 -2.78515 -2.02310
H 3.02649 -3.52273 -0.46048
H 3.34198 -1.79429 -0.71710
C 1.39638 -3.18102 1.33441
H 1.60486 -4.22205 1.04511
H 0.55916 -3.19014 2.04391
H 2.29362 -2.75388 1.79673
O 3.74285 2.25105 5.12387
S 3.48927 0.80373 5.27757
O 4.59061 -0.08424 5.65262
N 2.80843 0.24904 3.82919
C 1.56593 -0.16622 3.93409
S 0.77967 -0.68357 2.51013
C 0.97052 -0.07247 5.27432
C -0.32003 -0.44809 5.66711
C -0.69398 -0.31600 7.01260
C 0.21600 0.19879 7.94546
C 1.51837 0.58064 7.52547
C 1.90984 0.44759 6.17993
H -1.02370 -0.86250 4.92736
H -1.69574 -0.61974 7.31508
H -0.09238 0.29750 8.99350
H 2.22631 0.97785 8.26157
*
```


The following is a DFT calculation (wB97M-V/def2-TZVPD) of a molecular structure, C11H16Si at a distorted geometry.

Its energy above the lowest of the compared OMol25 structures with the same formula, charge and spin is 5.4617 eV. The value obtained for the total energy is -19539.071 eV. Its maximum force is 5.5 eV/A. For the HOMO-LUMO gap (spin up / spin down), the calculation gives 7.7655 / 7.7644 eV.

ORCA input file:
```
! wB97M-V def2-TZVPD RIJCOSX def2/J DEFGRID3
* xyz 0 1
C -1.91494 -0.61538 -3.21979
C -2.07737 0.70060 -2.68744
C -1.33122 -1.73030 -2.54870
C -1.58408 0.97459 -1.44073
C -0.68920 -1.33003 -1.40149
C -0.83843 -0.06850 -0.86866
C -0.13266 -1.93251 -0.06476
C -0.19630 -0.47079 0.35449
C 1.93709 -0.65502 2.63212
C 0.17960 1.87112 2.44584
C 2.01597 1.06318 -0.09580
Si 0.99826 0.48973 1.46404
H -2.37777 -0.84572 -4.23506
H -2.84702 1.36722 -3.28449
H -1.05523 -2.66919 -3.08672
H -1.62015 2.00088 -1.09775
H -0.66661 -2.53749 0.60495
H 0.94466 -2.32411 -0.12854
H -1.65955 -0.09597 1.52594
H 1.48159 -1.66305 2.58947
H 2.85225 -0.95437 2.21331
H 1.89270 -0.40611 3.62711
H 0.67856 2.82037 2.14930
H -0.88118 2.03663 2.22384
H 0.09257 1.68940 3.57517
H 2.75391 1.70183 0.21417
H 2.74155 0.26256 -0.53086
H 1.30300 1.32043 -0.92894
*
```


The following is a DFT calculation (wB97M-V/def2-TZVPD) of a molecular structure, C21H45N2P3SSeTc at a distorted geometry.

The value obtained for the total energy is -131692.052 eV. Its maximum force is 2.7 eV/A. For the HOMO-LUMO gap (spin up / spin down), the calculation gives 6.0925 / 3.0825 eV.

ORCA input file:
```
! wB97M-V def2-TZVPD RIJCOSX def2/J DEFGRID3
* xyz 4 4
Tc 0.12294 -0.18060 0.30859
P -1.30791 -1.91434 1.06339
P -0.14208 1.30708 2.16496
P 1.83179 -1.36248 1.28129
H 0.86837 0.43908 -2.41310
C 1.03365 -0.40013 -1.73400
C 0.01732 -1.41101 -1.60333
H -0.90263 -1.30251 -2.19108
C -3.02665 -2.06698 0.42784
C -1.72403 -1.99477 2.85831
C -0.84444 -3.67685 0.74725
C 0.90724 2.77754 1.90112
C -1.76495 2.10849 2.40668
C 0.30975 0.86160 3.88091
C 2.51323 -2.71676 0.25517
C 1.73933 -2.22804 2.90227
C 3.30635 -0.33378 1.58785
H 2.07588 -0.74024 -1.73779
H 0.35945 -2.44242 -1.54431
H -3.04395 -2.11665 -0.66825
H -3.65112 -1.22620 0.75527
H -3.48807 -2.99138 0.81034
H -2.17720 -1.04543 3.17244
H -0.83436 -2.18823 3.46796
H -2.45070 -2.80378 3.03894
H -0.64653 -3.82752 -0.32100
H -1.67551 -4.34510 1.02600
H 0.03670 -3.99697 1.31275
H 0.74465 3.50415 2.70870
H 0.66138 3.23450 0.93273
H 1.95805 2.45583 1.89990
H -1.71599 2.69651 3.33207
H -2.55316 1.35011 2.50064
H -1.98109 2.78129 1.56590
H 0.12457 1.75072 4.50018
H 1.37295 0.59551 3.94568
H -0.31372 0.03272 4.24320
H 3.41655 -3.08123 0.75880
H 2.77974 -2.36638 -0.74630
H 1.80476 -3.54658 0.15634
H 2.75547 -2.56174 3.16169
H 1.08582 -3.10644 2.85448
H 1.38380 -1.55799 3.69310
H 4.15256 -1.00617 1.77854
H 3.13833 0.30605 2.46207
H 3.52247 0.30506 0.72097
C 3.99636 2.44019 -2.43366
C 3.67446 1.53944 -3.46608
C 4.44226 1.50362 -4.63884
C 5.52879 2.37100 -4.82260
C 5.83147 3.30217 -3.81039
C 5.07833 3.33742 -2.63081
Se 2.93090 2.44050 -0.83613
H 1.87507 1.18738 -0.77021
H 2.82596 0.87488 -3.33530
H 4.17554 0.78176 -5.41416
H 6.12420 2.32639 -5.73369
H 6.65646 3.98984 -3.96089
H 5.32289 4.07097 -1.85084
S -1.37711 1.32900 -0.86666
C -3.05659 0.82886 -1.05398
N -3.41373 0.09667 -2.11078
C -4.78924 -0.37626 -2.35973
C -5.77971 0.59372 -1.75723
C -5.42932 0.90598 -0.31791
N -4.00999 1.27558 -0.20992
H -2.64615 -0.23282 -2.70349
H -4.89510 -1.38397 -1.92626
H -4.92914 -0.44269 -3.44729
H -6.77674 0.13742 -1.78363
H -5.79688 1.51754 -2.34084
H -5.62384 0.04201 0.33852
H -6.02721 1.75706 0.03801
H -3.69095 1.81879 0.57960
*
```


The following is a DFT calculation (wB97M-V/def2-TZVPD) of 5 unconnected molecules or ions with the total composition C19H26N4O at a distorted geometry.

Its energy above the lowest of the compared OMol25 structures with the same formula, charge and spin is 3.0205 eV. The value obtained for the total energy is -28131.109 eV. Its maximum force is 1.4 eV/A. Its SMILES is c1cc[nH]c1.c1cc[nH]c1.c1cc[nH]c1.c1cc[nH]c1.CC(C)=O. For the HOMO-LUMO gap, the calculation gives 8.6633 eV.

ORCA input file:
```
! wB97M-V def2-TZVPD RIJCOSX def2/J DEFGRID3
* xyz 0 1
C -13.13634 19.04367 11.03197
C -12.21695 19.33400 12.08315
C -12.07719 18.18071 12.80149
N -12.85050 17.21996 12.22347
C -13.55296 17.75173 11.17150
H -13.38148 19.67847 10.19413
H -11.91541 20.33793 12.32846
H -11.49218 17.94758 13.67585
H -12.98742 16.29208 12.58309
H -14.22682 17.12326 10.61740
C -16.98247 13.23823 12.26230
C -18.20342 12.59409 12.60577
C -18.59343 13.09062 13.81484
N -17.64810 14.00446 14.20627
C -16.64589 14.08357 13.28052
H -16.36573 13.01552 11.40639
H -18.66465 11.87681 11.94850
H -19.39224 12.92236 14.51734
H -17.61291 14.45588 15.10287
H -15.78919 14.71249 13.44644
C -12.29673 17.12309 6.37462
C -13.12023 16.92757 5.22858
C -14.42627 17.01474 5.64271
N -14.41542 17.33127 6.97518
C -13.12822 17.30877 7.44676
H -11.22087 17.15939 6.40690
H -12.84782 16.72484 4.20588
H -15.32038 16.81192 5.07961
H -15.24781 17.43707 7.52726
H -12.94985 17.40469 8.50409
C -12.32746 8.89940 10.32793
C -12.99598 7.95890 9.49302
C -13.76180 7.16525 10.30407
N -13.58003 7.58915 11.59610
C -12.71655 8.64855 11.61657
H -11.70965 9.72345 10.01290
H -12.98635 7.95479 8.41609
H -14.37139 6.30283 10.09746
H -14.08772 7.26974 12.40111
H -12.50526 9.15745 12.54139
C -15.08207 13.81098 8.49331
C -14.08340 13.77486 9.62309
C -13.45899 12.44522 9.90493
O -13.92030 14.72415 10.35919
H -15.35512 14.84427 8.29653
H -15.91337 13.16219 8.75972
H -14.59149 13.44460 7.58664
H -14.18697 11.63470 9.96052
H -13.02691 12.42899 10.91128
H -12.61725 12.23268 9.24476
*
```